The following is a DFT calculation (ωB97M-V with the def2-TZVPD basis set) of a molecular structure, C29H48BrNOP2Pd at a distorted geometry.

Last column: Löwdin charge in e.
Atoms and positions in Å:
1 C 3.51 5.81 -1.04  -0.006
2 C 2.32 5.25 -1.50  -0.233
3 C 2.32 4.67 -2.79  -0.020
4 C 3.54 4.48 -3.44  -0.128
5 N 4.68 4.96 -2.94  0.065
6 C 4.69 5.59 -1.77  -0.113
7 C 1.19 5.06 -0.62  0.082
8 C 0.17 4.56 -0.14  0.056
9 C -0.82 3.73 0.47  -0.215
10 C -0.83 3.61 1.88  0.009
11 C -1.18 2.39 2.47  -0.058
12 C -1.47 1.37 1.56  -0.216
13 C -1.94 1.59 0.26  -0.108
14 C -1.54 2.80 -0.33  -0.017
15 Pd -0.81 -0.48 2.07  0.569
16 P 0.91 -0.45 0.59  0.935
17 H 1.39 4.36 -3.25  0.110
18 H 3.54 6.36 -0.11  0.116
19 H 3.58 3.93 -4.38  0.114
20 H 5.65 5.93 -1.36  0.121
21 H -1.67 2.99 -1.39  0.134
22 H -0.46 4.45 2.48  0.139
23 H -2.46 0.81 -0.29  0.101
24 H -1.14 2.17 3.53  0.085
25 C 1.91 -1.98 0.54  -0.374
26 C 2.90 -2.15 -0.63  -0.114
27 H 1.16 -2.80 0.57  0.021
28 H 2.44 -2.03 1.50  0.092
29 H 3.30 -3.17 -0.59  0.093
30 H 2.44 -2.00 -1.61  0.065
31 H 3.75 -1.46 -0.53  0.073
32 C 0.48 0.08 -1.10  -0.366
33 C 1.55 0.75 -1.96  -0.102
34 H -0.32 0.82 -0.97  0.029
35 H 0.00 -0.78 -1.60  0.057
36 H 1.16 0.86 -2.99  0.092
37 H 1.75 1.77 -1.61  0.070
38 H 2.49 0.19 -2.01  0.066
39 C 1.88 0.92 1.32  -0.345
40 C 3.40 0.74 1.26  -0.112
41 H 1.54 0.98 2.37  0.063
42 H 1.55 1.85 0.83  0.088
43 H 3.87 1.55 1.82  0.093
44 H 3.71 -0.21 1.71  0.075
45 H 3.77 0.78 0.23  0.075
46 Br -1.25 -2.96 1.97  0.132
47 P -2.63 -2.40 -2.03  1.160
48 C -1.28 -3.00 -3.13  -0.380
49 C -1.53 -4.34 -3.82  -0.116
50 H -0.41 -3.08 -2.45  0.076
51 H -1.05 -2.21 -3.86  0.091
52 H -0.67 -4.58 -4.45  0.098
53 H -1.66 -5.15 -3.09  0.077
54 H -2.42 -4.30 -4.47  0.084
55 C -3.69 -3.82 -1.53  -0.356
56 C -5.12 -3.84 -2.05  -0.114
57 H -3.68 -3.74 -0.43  0.074
58 H -3.16 -4.75 -1.78  0.083
59 H -5.66 -4.65 -1.55  0.098
60 H -5.65 -2.90 -1.86  0.078
61 H -5.17 -4.05 -3.13  0.076
62 C -3.65 -1.22 -2.97  -0.385
63 C -3.89 -1.58 -4.44  -0.110
64 H -3.13 -0.25 -2.89  0.083
65 H -4.60 -1.10 -2.43  0.087
66 H -4.50 -0.80 -4.91  0.101
67 H -2.94 -1.64 -4.98  0.077
68 H -4.43 -2.52 -4.54  0.072
69 C -0.88 0.75 5.85  -0.058
70 C 0.43 0.46 5.15  -0.252
71 O 0.32 -0.53 4.13  -0.309
72 C 0.16 -1.86 4.62  -0.341
73 C 1.45 -2.44 5.13  -0.052
74 H -1.65 1.10 5.16  0.066
75 H -0.72 1.54 6.59  0.098
76 H -1.27 -0.13 6.36  0.082
77 H 0.81 1.37 4.67  0.115
78 H 1.18 0.08 5.86  0.125
79 H -0.69 -1.88 5.31  0.123
80 H -0.15 -2.44 3.73  -0.097
81 H 1.64 -2.10 6.15  0.080
82 H 1.33 -3.52 5.13  0.090
83 H 2.30 -2.19 4.49  0.086

The value obtained for the strongest force on any atom is 2.25 eV/A. The gap between HOMO and LUMO (alpha / beta) is 6.033 / 4.392 eV. Its total energy is -4647.67761 Eh. The multiplicity is 3. For the energy above the lowest of the compared OMol25 structures with the same formula, charge and spin, the calculation gives 1.775 eV. As for the charge: +2.

---

The following is a DFT calculation (ωB97M-V with the def2-TZVPD basis set) of a gas-phase ion, C17H29N2O2 (charge +1).

Last column: natural (NBO) charge in e.
Atoms and positions in Å:
1 C -2.58 0.91 -2.70  -0.634
2 C -1.59 1.95 -2.20  -0.212
3 N -1.10 1.65 -0.83  -0.372
4 H -0.84 0.65 -0.79  0.455
5 C -2.12 1.88 0.22  -0.232
6 C -1.58 1.38 1.56  -0.257
7 N -0.34 2.06 1.88  -0.452
8 C 0.11 1.86 3.24  -0.226
9 H 1.08 2.33 3.34  0.210
10 H -0.60 2.37 3.89  0.223
11 C 0.20 0.41 3.80  0.064
12 C 1.04 -0.58 2.96  -0.102
13 O 0.28 -0.98 1.84  -0.542
14 C 0.90 -1.51 0.74  0.383
15 C 2.25 -1.83 0.65  -0.333
16 C 2.74 -2.31 -0.55  -0.150
17 C 1.94 -2.51 -1.66  -0.046
18 C 0.57 -2.21 -1.56  0.029
19 C 0.08 -1.70 -0.37  -0.345
20 H -0.98 -1.51 -0.26  0.206
21 C -0.34 -2.45 -2.72  -0.641
22 H -1.38 -2.30 -2.44  0.210
23 H -0.24 -3.48 -3.07  0.238
24 H -0.09 -1.81 -3.56  0.220
25 C 2.51 -3.05 -2.93  -0.630
26 H 2.30 -2.39 -3.77  0.217
27 H 3.59 -3.16 -2.85  0.227
28 H 2.09 -4.02 -3.16  0.225
29 H 3.79 -2.56 -0.61  0.221
30 H 2.91 -1.72 1.49  0.228
31 H 1.28 -1.46 3.57  0.192
32 H 1.97 -0.09 2.66  0.187
33 O -1.11 -0.05 4.00  -0.719
34 H -1.09 -0.93 4.38  0.482
35 H 0.72 0.51 4.77  0.182
36 C 0.66 1.92 0.85  -0.235
37 C 0.11 2.43 -0.48  -0.226
38 H 0.86 2.32 -1.26  0.231
39 H -0.17 3.48 -0.39  0.230
40 H 1.53 2.53 1.13  0.232
41 H 1.01 0.89 0.68  0.191
42 H -2.30 1.60 2.35  0.246
43 H -1.46 0.29 1.52  0.218
44 H -2.32 2.95 0.27  0.227
45 H -3.04 1.35 -0.03  0.232
46 H -0.72 1.97 -2.87  0.225
47 H -2.04 2.94 -2.19  0.227
48 H -3.50 0.92 -2.13  0.223
49 H -2.15 -0.09 -2.67  0.219
50 H -2.83 1.13 -3.73  0.253

The value obtained for the strongest force on any atom is 1.00 eV/A. The gap between HOMO and LUMO is 9.040 eV. Its total energy is -924.93664 Eh. Its structure (SMILES) is CC[NH+]1CCN(C[C@@H](O)COc2ccc(C)c(C)c2)CC1. For the energy above the lowest of the compared OMol25 structures with the same formula, charge and spin, the calculation gives 0.484 eV. As for the charge: +1.

---

The following is a DFT calculation (ωB97M-V with the def2-TZVPD basis set) of 7 unconnected molecules or ions with the total composition C28H44N6O2S at a distorted geometry.

Last column: Löwdin charge in e.
Atoms and positions in Å:
1 C -3.96 7.19 5.49  -0.124
2 C -2.54 7.61 5.21  -0.247
3 C -2.33 9.18 5.43  -0.178
4 C -0.95 9.54 5.15  -0.244
5 N 0.15 9.88 4.96  0.134
6 H -4.04 6.11 5.58  0.075
7 H -4.72 7.61 4.82  0.074
8 H -4.37 7.70 6.37  0.068
9 H -2.22 7.33 4.21  0.104
10 H -1.83 7.03 5.81  0.106
11 H -2.68 9.43 6.43  0.115
12 H -2.92 9.83 4.79  0.117
13 C -1.20 -7.07 -3.02  -0.104
14 C -2.57 -7.40 -2.25  -0.215
15 C -3.66 -6.30 -2.48  -0.201
16 C -5.01 -6.67 -2.09  -0.219
17 N -6.14 -6.83 -1.74  0.122
18 H -0.33 -7.72 -2.92  0.061
19 H -0.70 -6.14 -2.76  0.064
20 H -1.54 -7.06 -4.05  0.060
21 H -2.20 -7.42 -1.23  0.095
22 H -2.94 -8.38 -2.54  0.103
23 H -3.73 -6.07 -3.54  0.113
24 H -3.38 -5.35 -2.02  0.123
25 C 2.54 -1.38 -6.09  -0.088
26 C 3.22 -1.04 -7.53  -0.199
27 C 4.73 -1.22 -7.49  -0.228
28 C 5.50 -0.48 -8.43  -0.260
29 N 6.08 0.09 -9.24  0.145
30 H 1.57 -0.91 -5.93  0.057
31 H 3.05 -0.79 -5.33  0.058
32 H 2.37 -2.44 -5.89  0.064
33 H 2.93 -0.04 -7.85  0.106
34 H 2.76 -1.80 -8.16  0.098
35 H 5.04 -2.25 -7.67  0.127
36 H 5.16 -1.02 -6.51  0.120
37 C -0.54 1.92 2.68  -0.242
38 C 0.86 1.45 2.62  -0.238
39 C 0.89 0.00 1.98  -0.188
40 S -0.56 -0.05 0.81  0.755
41 O -1.41 -1.21 1.14  -0.358
42 O -0.03 0.25 -0.57  -0.394
43 C -1.27 1.60 1.33  -0.172
44 H -0.56 2.95 3.02  0.116
45 H -1.06 1.34 3.44  0.115
46 H 1.22 1.45 3.65  0.115
47 H 1.52 2.13 2.08  0.116
48 H 0.64 -0.70 2.78  0.089
49 H 1.88 -0.29 1.65  0.099
50 H -2.35 1.50 1.21  0.099
51 H -0.81 2.17 0.53  0.086
52 N 6.06 -2.47 0.35  0.016
53 C 5.97 -1.37 -0.52  -0.138
54 C 6.74 -0.36 -0.09  -0.138
55 C 7.44 -0.86 0.98  -0.131
56 C 6.99 -2.15 1.26  -0.156
57 H 5.66 -3.40 0.38  0.145
58 H 5.18 -1.22 -1.25  0.100
59 H 6.72 0.65 -0.47  0.105
60 H 8.17 -0.36 1.59  0.091
61 H 7.26 -2.86 2.03  0.106
62 N -7.77 3.28 -3.56  -0.014
63 C -7.67 4.40 -4.35  -0.098
64 C -6.30 4.82 -4.18  -0.106
65 C -5.75 4.01 -3.21  -0.151
66 C -6.68 3.12 -2.79  -0.164
67 H -8.62 2.72 -3.58  0.150
68 H -8.44 4.78 -5.00  0.095
69 H -5.76 5.70 -4.50  0.085
70 H -4.73 4.20 -2.90  0.095
71 H -6.54 2.22 -2.22  0.108
72 N 3.14 -4.88 4.88  0.028
73 C 1.89 -5.23 5.37  -0.117
74 C 1.36 -4.11 6.10  -0.140
75 C 2.26 -3.12 6.16  -0.142
76 C 3.34 -3.62 5.48  -0.157
77 H 3.82 -5.29 4.26  0.142
78 H 1.50 -6.21 5.16  0.096
79 H 0.56 -4.31 6.80  0.092
80 H 2.37 -2.18 6.68  0.103
81 H 4.30 -3.15 5.30  0.096

The value obtained for the strongest force on any atom is 5.67 eV/A. The gap between HOMO and LUMO is 8.319 eV. Its total energy is -1970.29528 Eh. Its structure (SMILES) is O=S1(=O)CCCC1.c1cc[nH]c1.c1cc[nH]c1.c1cc[nH]c1.CCCC#N.CCCC#N.CCCC#N.

---

The following is a DFT calculation (ωB97M-V with the def2-TZVPD basis set) of a molecular structure, C60H51ClF5GeN3O3PReS at a distorted geometry.

Last column: Löwdin charge in e.
Atoms and positions in Å:
1 Re -0.02 -0.53 -0.21  0.866
2 F -1.73 6.57 0.38  0.071
3 C -1.15 5.36 0.57  -0.139
4 C -1.37 4.32 -0.32  -0.131
5 F -2.18 4.51 -1.38  0.095
6 C -0.76 3.09 -0.13  -0.210
7 F -1.02 2.15 -1.06  0.037
8 C 0.09 2.82 0.95  -0.508
9 S 0.95 1.33 1.24  0.610
10 C 0.27 3.90 1.83  -0.243
11 F 1.07 3.75 2.91  0.054
12 C -0.32 5.13 1.65  -0.141
13 F -0.09 6.13 2.54  0.094
14 O 2.51 2.02 -2.42  0.064
15 C 2.49 0.89 -1.95  -0.610
16 O 1.45 0.15 -1.77  -0.327
17 C 3.74 0.17 -1.49  -0.139
18 C 4.97 0.78 -1.62  -0.018
19 C 6.11 0.16 -1.12  -0.082
20 C 6.00 -1.06 -0.46  -0.087
21 C 4.76 -1.67 -0.33  -0.069
22 C 3.62 -1.08 -0.87  -0.249
23 P 1.95 -1.82 -0.72  0.929
24 C 2.28 -3.36 0.27  -0.340
25 C 2.85 -4.52 -0.24  -0.095
26 C 3.02 -5.64 0.56  -0.088
27 C 2.62 -5.61 1.89  -0.098
28 C 2.05 -4.46 2.41  -0.111
29 C 1.89 -3.34 1.60  -0.112
30 C 1.68 -2.65 -2.35  -0.354
31 C 2.54 -2.51 -3.44  -0.079
32 C 2.24 -3.14 -4.64  -0.091
33 C 1.11 -3.92 -4.76  -0.103
34 C 0.26 -4.07 -3.67  -0.092
35 C 0.54 -3.44 -2.48  -0.121
36 H 5.02 1.74 -2.11  0.116
37 H 7.08 0.63 -1.22  0.096
38 H 6.88 -1.53 -0.05  0.097
39 H 4.68 -2.62 0.18  0.095
40 H 3.16 -4.56 -1.28  0.108
41 H 3.46 -6.54 0.15  0.097
42 H 2.74 -6.49 2.51  0.097
43 H 1.74 -4.42 3.44  0.104
44 H 1.42 -2.44 1.99  0.087
45 H 3.43 -1.90 -3.35  0.106
46 H 2.91 -3.01 -5.49  0.097
47 H 0.88 -4.40 -5.70  0.094
48 H -0.64 -4.68 -3.76  0.099
49 H -0.13 -3.52 -1.63  0.102
50 C -1.42 -1.08 0.73  -0.492
51 Ge -2.90 -1.59 1.80  0.867
52 C -2.68 -3.45 2.38  -0.268
53 C -1.39 -3.96 2.49  -0.091
54 C -1.18 -5.24 2.98  -0.082
55 C -2.26 -6.02 3.37  -0.101
56 C -3.55 -5.52 3.26  -0.104
57 C -3.76 -4.24 2.77  -0.116
58 C -4.57 -1.47 0.78  -0.286
59 C -5.44 -0.39 0.85  -0.111
60 C -6.55 -0.30 0.02  -0.104
61 C -6.79 -1.29 -0.92  -0.108
62 C -5.93 -2.38 -1.01  -0.096
63 C -4.84 -2.47 -0.17  -0.114
64 C -2.89 -0.43 3.37  -0.271
65 C -1.70 0.20 3.70  -0.106
66 C -1.61 0.98 4.85  -0.080
67 C -2.72 1.13 5.68  -0.103
68 C -3.91 0.51 5.35  -0.107
69 C -4.00 -0.27 4.20  -0.125
70 H -0.56 -3.35 2.16  0.060
71 H -0.17 -5.63 3.06  0.078
72 H -2.09 -7.02 3.76  0.095
73 H -4.39 -6.14 3.56  0.094
74 H -4.77 -3.87 2.68  0.095
75 H -5.25 0.40 1.58  0.093
76 H -7.23 0.54 0.10  0.095
77 H -7.64 -1.21 -1.58  0.100
78 H -6.12 -3.16 -1.74  0.100
79 H -4.17 -3.32 -0.24  0.103
80 H -0.84 0.12 3.04  0.039
81 H -0.68 1.48 5.09  0.103
82 H -2.65 1.74 6.57  0.095
83 H -4.78 0.63 5.99  0.093
84 H -4.94 -0.75 3.96  0.094
85 C -2.74 2.43 -5.55  -0.034
86 C -4.23 2.09 -5.62  -0.509
87 C -4.98 3.36 -6.05  -0.040
88 C -4.42 1.03 -6.72  -0.049
89 C -4.82 1.56 -4.27  -0.414
90 O -6.22 1.31 -4.43  -0.025
91 C -4.56 2.51 -3.07  -0.079
92 C -5.78 3.30 -2.58  -0.137
93 C -5.41 4.22 -1.45  -0.230
94 C -4.93 5.50 -1.70  -0.044
95 C -4.62 6.37 -0.67  -0.114
96 C -4.80 5.95 0.64  -0.674
97 Cl -4.47 7.06 1.94  0.670
98 C -5.26 4.68 0.92  -0.094
99 C -5.56 3.82 -0.12  -0.025
100 C -4.38 0.13 -3.90  -0.054
101 N -3.03 -0.04 -3.45  -0.086
102 C -2.59 -0.06 -2.19  -0.127
103 N -1.31 -0.36 -2.18  0.006
104 C -1.01 -0.57 -3.48  -0.160
105 N -2.02 -0.38 -4.29  0.119
106 H -2.41 2.74 -6.54  0.089
107 H -2.14 1.57 -5.25  0.062
108 H -2.53 3.26 -4.87  0.081
109 H -4.48 3.79 -6.91  0.088
110 H -4.99 4.11 -5.26  0.076
111 H -6.01 3.16 -6.35  0.086
112 H -4.29 1.49 -7.70  0.085
113 H -5.42 0.59 -6.68  0.085
114 H -3.68 0.24 -6.63  0.078
115 H -6.65 2.13 -4.72  0.082
116 H -3.76 3.20 -3.31  0.105
117 H -4.21 1.93 -2.22  0.107
118 H -6.55 2.61 -2.26  0.118
119 H -6.19 3.91 -3.39  0.108
120 H -4.79 5.83 -2.72  0.118
121 H -4.25 7.36 -0.87  0.108
122 H -5.38 4.36 1.95  0.106
123 H -5.92 2.83 0.09  0.100
124 H -4.56 -0.55 -4.73  0.133
125 H -5.04 -0.16 -3.08  0.129
126 H -3.20 0.16 -1.34  0.126
127 H -0.03 -0.83 -3.82  0.114

The value obtained for the strongest force on any atom is 1.98 eV/A. The gap between HOMO and LUMO (alpha / beta) is 5.961 / 5.828 eV. Its total energy is -6561.30400 Eh. The multiplicity is 2. For the energy above the lowest of the compared OMol25 structures with the same formula, charge and spin, the calculation gives 0.622 eV. As for the charge: -1.

---

The following is a DFT calculation (ωB97M-V with the def2-TZVPD basis set) of C6H11P in the gas phase at a distorted geometry.

Last column: natural (NBO) charge in e.
Atoms and positions in Å:
1 C 2.54 0.65 -1.16  -0.372
2 C 1.55 0.47 -0.24  -0.311
3 C -1.25 0.26 0.02  -0.318
4 C 1.73 -0.41 0.96  -0.663
5 C -2.58 0.95 0.01  -0.650
6 C -1.16 -1.22 0.07  -0.681
7 P -0.04 1.40 -0.38  0.611
8 H 2.65 1.28 -1.97  0.197
9 H 3.46 0.05 -1.17  0.183
10 H 1.01 -0.06 1.75  0.221
11 H 1.46 -1.52 0.85  0.220
12 H 2.75 -0.31 1.29  0.225
13 H -3.20 0.67 0.78  0.216
14 H -3.10 0.61 -0.94  0.206
15 H -2.43 2.01 -0.21  0.231
16 H -1.18 -1.44 1.13  0.228
17 H -2.05 -1.69 -0.52  0.225
18 H -0.17 -1.70 -0.25  0.232

The value obtained for the strongest force on any atom is 3.89 eV/A. The gap between HOMO and LUMO is 8.576 eV. Its total energy is -576.47406 Eh. Its structure (SMILES) is C=C(C)P=C(C)C. For the energy above the lowest of the compared OMol25 structures with the same formula, charge and spin, the calculation gives 1.185 eV.